Entry 1:
{"formula": "C33H86N6O10", "method": "ωB97M-V with the def2-TZVPD basis set", "smiles": "COC[C@H](C)N.COC[C@H](C)N.COC[C@H](C)N.COCCNCCOC.COCCNCCOC.COCCNCCOC.CC(C)O", "gap_ev": 8.83, "total_charge": 0, "e_lumo_ha": 0.01167, "elements": ["C", "C", "C", "O", "H", "H", "H", "H", "H", "H", "H", "H", "C", "O", "C", "C", "N", "C", "C", "O", "C", "H", "H", "H", "H", "H", "H", "H", "H", "H", "H", "H", "H", "H", "H", "H", "C", "O", "C", "C", "N", "C", "C", "O", "C", "H", "H", "H", "H", "H", "H", "H", "H", "H", "H", "H", "H", "H", "H", "H", "C", "O", "C", "C", "N", "C", "C", "O", "C", "H", "H", "H", "H", "H", "H", "H", "H", "H", "H", "H", "H", "H", "H", "H", "C", "C", "C", "O", "C", "N", "H", "H", "H", "H", "H", "H", "H", "H", "H", "H", "H", "C", "C", "C", "O", "C", "N", "H", "H", "H", "H", "H", "H", "H", "H", "H", "H", "H", "C", "C", "C", "O", "C", "N", "H", "H", "H", "H", "H", "H", "H", "H", "H", "H", "H"], "xyz": [[-0.516, 0.072, -0.137], [-1.029, -1.298, 0.211], [-0.787, -2.251, -1.015], [-0.286, -1.773, 1.324], [-0.623, 0.639, 0.798], [-1.144, 0.576, -0.867], [0.548, -0.001, -0.345], [-2.111, -1.377, 0.335], [-1.531, -1.986, -1.771], [-1.151, -3.214, -0.641], [0.219, -2.286, -1.419], [-0.489, -2.692, 1.522], [0.634, 4.394, 2.165], [1.195, 4.652, 0.918], [0.523, 4.039, -0.149], [-0.893, 4.574, -0.432], [-0.814, 5.970, -0.906], [-1.951, 6.797, -0.437], [-3.189, 6.655, -1.369], [-2.928, 5.793, -2.480], [-4.100, 5.632, -3.251], [1.194, 3.765, 2.870], [-0.384, 3.997, 2.212], [0.571, 5.326, 2.740], [0.331, 2.979, 0.096], [1.102, 3.923, -1.064], [-1.546, 4.472, 0.439], [-1.394, 3.998, -1.219], [-1.014, 5.827, -1.890], [-1.671, 7.848, -0.380], [-2.209, 6.467, 0.568], [-3.477, 7.637, -1.755], [-4.026, 6.173, -0.853], [-4.925, 5.181, -2.696], [-3.832, 5.047, -4.129], [-4.481, 6.572, -3.663], [-1.469, 0.695, -6.535], [-0.653, -0.362, -6.043], [-1.306, -1.173, -5.094], [-0.309, -2.153, -4.495], [0.610, -2.657, -5.524], [1.958, -2.963, -5.066], [2.084, -4.125, -4.070], [1.353, -3.872, -2.903], [1.214, -4.944, -2.025], [-1.496, 1.525, -5.820], [-2.483, 0.316, -6.673], [-0.964, 1.035, -7.436], [-2.212, -1.705, -5.409], [-1.699, -0.520, -4.301], [-0.833, -3.024, -4.096], [0.268, -1.724, -3.666], [0.723, -1.870, -6.154], [2.258, -2.022, -4.571], [2.588, -3.152, -5.934], [3.136, -4.400, -3.953], [1.598, -4.963, -4.593], [0.668, -4.667, -1.130], [2.208, -5.320, -1.732], [0.797, -5.826, -2.532], [1.917, 1.405, 6.671], [0.590, 1.232, 7.113], [-0.179, 2.380, 6.957], [-1.648, 2.140, 7.287], [-2.443, 1.321, 6.392], [-2.687, 1.970, 5.087], [-3.688, 1.099, 4.336], [-3.276, -0.261, 4.149], [-2.120, -0.475, 3.325], [2.014, 1.137, 5.620], [2.656, 0.913, 7.302], [2.228, 2.457, 6.728], [-0.160, 2.791, 5.929], [0.223, 3.240, 7.515], [-2.138, 3.118, 7.325], [-1.646, 1.764, 8.315], [-1.943, 0.463, 6.180], [-1.729, 2.025, 4.559], [-3.151, 2.946, 5.229], [-4.011, 1.603, 3.419], [-4.576, 0.889, 4.931], [-1.253, -0.201, 3.936], [-2.114, 0.071, 2.383], [-2.109, -1.560, 3.238], [2.386, 1.216, -2.233], [3.524, 2.199, -2.401], [4.059, 2.764, -1.045], [5.253, 3.481, -1.261], [6.047, 3.509, -0.091], [4.643, 1.560, -3.179], [2.550, 0.571, -1.366], [2.103, 0.710, -3.152], [1.517, 1.821, -1.942], [3.234, 3.046, -3.030], [4.154, 1.893, -0.391], [3.265, 3.440, -0.719], [6.363, 2.517, 0.251], [5.520, 3.981, 0.740], [6.977, 4.022, -0.332], [5.212, 2.387, -3.348], [5.143, 0.991, -2.498], [3.546, -0.579, 4.223], [4.121, -0.755, 2.830], [3.133, -1.620, 1.988], [3.525, -1.564, 0.646], [3.026, -2.661, -0.107], [4.285, 0.557, 2.152], [3.686, -1.427, 4.899], [2.476, -0.379, 4.171], [4.063, 0.212, 4.769], [5.084, -1.261, 2.790], [2.072, -1.387, 2.138], [3.203, -2.637, 2.410], [3.511, -3.539, 0.350], [3.415, -2.710, -1.123], [1.938, -2.712, -0.059], [4.812, 0.311, 1.320], [3.375, 0.858, 1.818], [-2.057, -7.511, -1.057], [-3.526, -7.217, -0.853], [-3.999, -5.809, -1.224], [-3.533, -4.896, -0.232], [-4.177, -3.638, -0.323], [-4.246, -8.016, -1.877], [-1.807, -8.505, -0.686], [-1.474, -6.717, -0.577], [-1.652, -7.440, -2.069], [-3.924, -7.492, 0.126], [-5.097, -5.819, -1.238], [-3.737, -5.432, -2.217], [-5.240, -3.810, -0.080], [-4.161, -3.270, -1.351], [-3.882, -3.039, 0.535], [-4.066, -9.006, -1.742], [-5.255, -7.923, -1.851]], "forces_ev_per_angstrom": [[-0.605, 0.272, 1.887], [0.943, -1.654, -2.408], [-1.500, 0.221, 1.307], [0.066, 0.463, 0.347], [0.231, 0.351, -0.197], [0.337, -0.126, -0.392], [-0.062, 0.194, -0.448], [-0.068, 0.495, 0.623], [0.314, 0.125, -0.296], [0.445, -0.373, -0.348], [0.024, 0.055, 0.085], [-0.190, -0.032, -0.218], [-0.491, 0.655, 1.910], [0.248, -0.025, -0.544], [-1.791, -1.885, 0.218], [0.639, 0.609, -0.326], [-0.927, 0.055, 0.255], [0.207, -0.676, -0.631], [-0.089, -0.466, 0.039], [-0.140, 0.372, 0.091], [0.172, 0.218, -0.672], [0.565, -0.411, -0.749], [-0.020, -0.083, -0.694], [-0.021, 0.211, -0.339], [0.201, -0.110, 0.242], [0.408, 0.966, 0.115], [0.226, 0.155, 0.171], [0.299, -0.463, 0.154], [0.514, 0.603, -0.204], [0.162, -0.020, -0.054], [-0.039, 0.130, 0.058], [-0.228, -0.005, 0.087], [-0.128, 0.458, 0.288], [0.112, -0.250, 0.140], [-0.048, -0.339, 0.188], [0.145, 0.268, 0.257], [0.568, -0.410, 0.534], [-0.418, -0.155, -0.217], [-0.091, 0.329, 1.135], [0.641, -0.690, -0.101], [-0.554, -0.174, -0.630], [-0.297, 0.987, 1.386], [-1.027, -0.374, -1.760], [0.080, 1.042, 0.381], [1.245, -1.271, -0.416], [-0.057, -0.024, 0.071], [-0.039, 0.222, -0.464], [-0.440, 0.047, -0.203], [0.236, 0.040, -0.977], [0.178, -0.013, 0.242], [-0.193, 0.238, 0.267], [-0.163, 0.288, -0.055], [-0.011, -0.250, -0.286], [0.881, -0.316, 0.129], [0.066, -0.063, 0.071], [0.085, 0.184, 0.576], [0.130, -0.289, 0.095], [-0.199, 0.137, -0.203], [0.028, 0.240, 0.303], [-0.562, 0.219, 0.098], [0.380, 0.996, -0.219], [0.209, -0.437, 0.319], [-0.676, 1.284, -1.109], [0.415, 0.343, 0.759], [0.262, 0.256, -0.269], [-0.202, -1.396, 0.662], [-0.130, -0.778, 0.247], [0.286, 0.716, -0.998], [-0.437, -0.170, 1.793], [0.078, -0.269, 0.062], [-0.386, -0.619, -0.041], [-0.252, 0.118, 0.032], [0.315, -0.493, -0.196], [-0.059, -0.306, 0.519], [0.099, 0.062, 0.082], [-0.399, -0.304, -0.123], [-0.156, -0.152, 0.274], [-0.217, 0.502, -0.473], [0.248, 0.147, 0.022], [0.210, -0.255, -0.339], [-0.087, 0.798, 0.269], [0.345, 0.075, -0.432], [-0.221, -0.109, -0.077], [0.211, 0.127, -0.586], [-0.752, 1.360, 0.895], [1.577, -0.472, -0.662], [-1.413, -0.230, -1.655], [0.056, -0.543, 0.422], [0.390, -0.026, 0.023], [-0.831, 0.857, 0.671], [0.184, -0.477, -0.365], [0.348, -0.260, 0.034], [-0.161, -0.213, -0.008], [-0.294, -0.013, 0.096], [0.345, 0.209, 0.354], [0.137, -0.003, 0.746], [-0.320, -0.218, -0.167], [0.061, 0.201, 0.001], [-0.176, 0.347, 0.020], [0.613, -0.559, -0.152], [0.266, -0.046, -0.242], [0.604, -0.153, 0.632], [-1.583, 0.324, -1.078], [0.676, -0.566, 1.252], [-0.137, 0.138, -0.832], [1.016, -0.730, 0.854], [0.492, -0.548, 0.419], [-0.133, -0.376, -0.419], [0.022, 0.174, 0.017], [-0.155, 0.328, -0.331], [0.090, 0.072, 0.317], [0.054, 0.627, -0.198], [0.177, -0.236, -0.373], [-0.685, -0.317, 0.030], [-0.257, 0.847, -0.120], [0.019, -0.093, -0.123], [-0.092, 0.402, -0.185], [-0.033, 0.100, 0.016], [0.789, 0.893, 0.569], [-1.306, -0.219, -2.514], [0.172, 0.605, 1.176], [0.219, 0.067, -0.185], [-1.418, -1.436, 0.681], [0.049, -0.805, -0.177], [0.162, 0.133, 0.233], [0.061, -0.434, 0.637], [-0.893, -0.156, -0.363], [0.568, 0.380, 0.348], [-0.104, -0.005, 0.286], [0.530, -0.465, -0.128], [-0.117, 0.066, -0.334], [0.493, 0.681, 0.233], [0.730, 0.481, -0.618], [0.099, 0.059, -0.083], [0.022, 0.207, 0.256]]}

Entry 2:
{"formula": "C3H8OS", "method": "ωB97M-V with the def2-TZVPD basis set", "smiles": "CC=O.CS", "gap_ev": 9.81, "total_charge": 0, "e_lumo_ha": 0.02892, "elements": ["C", "S", "H", "H", "H", "H", "O", "C", "C", "H", "H", "H", "H"], "xyz": [[-3.004, 0.466, 0.152], [-1.438, -0.451, -0.236], [-3.200, 1.178, -0.621], [-3.834, -0.207, 0.307], [-2.953, 1.074, 1.062], [-0.148, -0.334, 0.154], [2.282, -0.831, -0.750], [2.252, 0.287, -0.308], [1.843, 0.666, 1.110], [2.477, 1.167, -0.920], [1.145, 0.026, 1.651], [1.455, 1.661, 0.925], [2.808, 0.411, 1.625]], "forces_ev_per_angstrom": [[1.304, 1.507, 1.823], [-1.024, -2.241, -1.963], [-0.078, 0.089, -0.752], [0.284, -0.644, -0.289], [0.173, -0.222, 0.004], [-0.863, 1.416, 1.055], [0.211, 0.149, -0.092], [-1.165, -0.996, 0.463], [1.144, -1.128, -0.752], [0.384, 0.147, -0.343], [-0.222, -0.097, -0.553], [0.437, 0.518, 1.299], [-0.586, 1.502, 0.101]]}